ORCA calculation (the ωB97M-V functional and the def2-TZVPD basis) on C8H16N2O2 in the gas phase.

```
! wB97M-V def2-TZVPD RIJCOSX def2/J DEFGRID3
* xyz 0 1
O 0.34 -0.04 0.31
H 5.70 -1.80 1.23
H -4.01 -0.07 0.79
C -0.58 0.52 -0.65
H -2.02 1.19 1.76
C -3.48 0.66 0.14
H -0.35 2.38 0.36
N 2.55 -1.01 0.20
C 4.79 -2.07 0.72
C 3.79 -0.91 0.72
H -3.22 0.43 -2.04
H 5.13 -2.18 -0.31
C -2.42 1.65 0.82
H 2.17 -1.92 -0.07
O 4.27 0.13 1.07
H -0.10 0.79 -1.60
H -1.20 -1.29 -1.66
C -3.00 -0.15 -1.18
C -1.19 1.88 -0.13
N 1.71 0.12 0.06
H -1.45 2.53 -0.93
C -1.60 -0.58 -0.91
H 2.07 0.91 0.61
H -2.82 2.64 1.14
H -1.70 -1.06 0.08
H 4.53 -3.08 1.02
H -4.30 1.36 -0.16
H -3.63 -1.03 -1.39
*
```

Summary:
Largest force on an atom = 2.9 eV/Å
SMILES = CC(=O)NNOC1CCCCC1
Orbital gap = 9.25 eV

Here are the natural (NBO) charges for atoms 1 to 6, given in e: number 1, O, carries -0.41; number 2, H, carries 0.25; number 3, H, carries 0.21; number 4, C, carries 0.10; number 5, H, carries 0.21; number 6, C, carries -0.41